An isolated ion of composition C5H6N and charge +1 in a non-equilibrium geometry. Source: OMol25; level of theory: wB97M-V/def2-TZVPD.

Structure (XYZ):
```
12
Properties=species:S:1:pos:R:3:forces:R:3:nbo_charge:R:1
C -2.433 -0.458 -0.075 -1.626 0.845 -0.017 -0.124
C -1.298 0.218 0.003 2.455 -1.039 0.502 -0.335
C -0.158 -0.768 -0.025 0.843 2.418 -0.133 0.321
C 1.002 -1.782 -0.127 -1.239 0.021 0.059 0.363
N 1.125 -0.458 -0.069 -1.368 -0.939 -1.015 -0.312
C 1.979 0.643 0.011 3.877 0.115 0.110 -0.463
H -2.394 -1.516 -0.080 -0.062 -0.886 -0.164 0.224
H -3.425 -0.017 -0.124 0.201 0.148 0.077 0.240
H -1.082 1.329 0.148 -0.448 -1.797 -0.459 0.279
H 1.979 0.762 1.066 0.715 0.606 1.285 0.263
H 1.618 1.556 -0.370 -0.930 0.723 -0.908 0.258
H 3.086 0.490 -0.358 -2.419 -0.215 0.662 0.286
```
Forces are in eV/Å.

The HOMO energy is -15.77 eV. Its LUMO energy is -5.71 eV. The total charge is +1. The value obtained for the calculated total energy is -6759.4634 eV. As for the spin multiplicity: 1.


An isolated ion of composition C5H6N and charge +1 in a non-equilibrium geometry. Source: OMol25; level of theory: wB97M-V/def2-TZVPD.

Structure (XYZ):
```
12
Properties=species:S:1:pos:R:3:forces:R:3:nbo_charge:R:1
C 0.671 -2.578 -0.199 -0.429 4.322 0.045 -0.498
C 1.023 -3.744 0.120 0.823 -2.706 0.606 0.375
C 0.761 -1.209 -0.788 -1.803 -2.195 1.602 0.064
C -0.475 -1.653 0.077 2.874 0.391 -2.182 0.073
C -0.116 0.939 0.269 2.863 1.914 -3.337 -0.426
N 0.338 -0.453 0.365 2.009 -0.230 5.186 -0.360
H 1.279 -0.753 -1.573 0.000 0.330 -1.642 0.289
H -1.464 -1.934 0.281 -1.559 0.440 -0.355 0.297
H 0.536 1.621 0.891 -0.438 -1.029 -0.863 0.262
H -0.122 1.319 -0.850 -0.009 -0.910 2.318 0.253
H -1.040 0.980 0.655 -3.531 0.302 1.230 0.233
H 0.888 -0.473 1.341 -0.802 -0.630 -2.608 0.440
```
Forces are in eV/Å.

The HOMO energy is -14.72 eV. Its LUMO energy is -5.48 eV. The total charge is +1. The value obtained for the calculated total energy is -6756.5585 eV. As for the spin multiplicity: 1.


An isolated ion of composition C5H6N and charge +1 in a non-equilibrium geometry. Source: OMol25; level of theory: wB97M-V/def2-TZVPD.

Structure (XYZ):
```
12
Properties=species:S:1:pos:R:3:forces:R:3:nbo_charge:R:1
C -0.962 2.281 1.811 1.382 -1.865 -0.942 -0.064
C -0.326 1.348 1.366 -1.843 2.216 0.725 0.051
N 0.185 0.104 1.197 -0.342 -1.954 -2.671 -0.493
C 0.198 -0.540 0.006 1.294 -0.632 0.357 0.459
C 0.002 -0.307 -1.421 -0.610 -1.607 1.888 -0.510
C 0.792 -1.629 -1.204 -3.132 2.161 2.452 -0.272
H -1.517 3.084 2.207 -0.191 0.562 0.070 0.268
H 0.257 -0.314 2.137 0.733 -0.792 -0.943 0.471
H -1.036 -0.364 -1.720 -0.463 -0.818 0.070 0.297
H 0.279 0.577 -1.860 1.715 1.998 -1.094 0.276
H 0.294 -2.591 -1.348 -0.062 0.496 0.226 0.268
H 1.835 -1.649 -1.172 1.519 0.236 -0.139 0.249
```
Forces are in eV/Å.

The HOMO energy is -14.88 eV. Its LUMO energy is -5.61 eV. The total charge is +1. The value obtained for the calculated total energy is -6759.7563 eV. As for the spin multiplicity: 1.


C5H6N as an isolated structure in a non-equilibrium geometry. Source: OMol25; level of theory: wB97M-V/def2-TZVPD.

Structure (XYZ):
```
12
Properties=species:S:1:pos:R:3:forces:R:3:nbo_charge:R:1
C 1.129 0.336 1.039 2.037 -1.488 -3.000 -0.041
C -0.916 0.463 -0.227 1.020 -1.762 -2.295 -0.351
C -0.748 -1.101 0.060 -2.744 -0.733 1.870 -0.469
C 0.550 0.808 -0.349 0.527 2.520 1.947 -0.099
C 0.615 -0.803 0.289 0.105 -0.714 -0.100 0.470
N 1.374 -0.348 -0.730 0.197 1.022 1.915 -0.184
H 2.203 0.366 1.226 -0.165 0.411 0.790 0.289
H -1.210 0.403 -1.228 -1.204 0.433 -1.604 0.249
H -1.498 1.150 0.318 -0.661 0.201 1.220 0.272
H -1.313 -1.333 0.957 0.073 -0.393 0.060 0.279
H -1.023 -1.753 -0.768 0.320 0.252 0.019 0.287
H 0.837 1.812 -0.587 0.494 0.252 -0.824 0.298
```
Forces are in eV/Å.

The HOMO energy is -16.39 eV. Its LUMO energy is -6.36 eV. The total charge is +1. The value obtained for the calculated total energy is -6758.2767 eV. As for the spin multiplicity: 1.


An isolated ion of composition C5H6N and charge +1 in a non-equilibrium geometry. Source: OMol25; level of theory: wB97M-V/def2-TZVPD.

Structure (XYZ):
```
12
Properties=species:S:1:pos:R:3:forces:R:3:nbo_charge:R:1
C -0.951 -0.033 -0.650 1.065 0.806 1.515 -0.158
C -0.252 1.203 -0.058 -0.790 2.799 0.954 -0.403
C -0.871 0.079 0.753 -2.211 -0.745 2.864 -0.141
C -0.088 -0.932 0.039 1.170 0.524 -0.342 -0.086
C 1.120 1.017 -0.062 1.899 1.480 0.494 0.294
N 1.308 -0.435 -0.097 0.355 -0.064 0.835 -0.621
H -1.484 -0.014 -1.480 -2.861 -0.086 -3.210 0.274
H -0.709 2.252 0.098 0.679 -2.012 -0.872 0.310
H -1.571 0.092 1.670 1.423 0.109 -1.786 0.319
H -0.220 -1.939 0.095 -0.497 -2.587 0.171 0.263
H 1.894 -0.803 0.690 0.008 0.703 -0.930 0.472
H 1.824 -0.486 -0.996 -0.239 -0.927 0.308 0.477
```
Forces are in eV/Å.

The HOMO energy is -14.38 eV. Its LUMO energy is -5.22 eV. The total charge is +1. The value obtained for the calculated total energy is -6759.3261 eV. As for the spin multiplicity: 1.


C5H6N as an isolated structure in a non-equilibrium geometry. Source: OMol25; level of theory: wB97M-V/def2-TZVPD.

Structure (XYZ):
```
12
Properties=species:S:1:pos:R:3:forces:R:3:nbo_charge:R:1
C -1.435 0.050 1.599 -0.245 0.364 -0.445 0.127
C -0.330 -0.906 -0.241 1.758 -2.914 -1.255 -0.475
C 0.744 0.198 -0.073 -0.509 -0.145 -1.874 -0.216
C -1.244 -0.023 0.201 -3.051 3.465 0.958 0.142
C 1.545 0.699 -0.998 0.917 -0.066 -1.930 -0.141
N -1.591 -0.002 2.732 -0.115 0.033 0.843 -0.043
H -0.152 -1.757 0.448 0.215 0.359 -0.768 0.302
H -0.496 -1.072 -1.284 0.464 -0.811 -0.627 0.278
H 0.991 0.497 0.839 0.535 0.714 4.309 0.228
H -1.936 0.623 -0.434 1.260 -0.800 0.665 0.310
H 2.472 1.284 -0.740 -1.282 -0.603 -0.100 0.265
H 1.430 0.410 -2.049 0.052 0.403 0.224 0.223
```
Forces are in eV/Å.

The HOMO energy (spin up / spin down) is -16.32 / -16.32 eV. Its LUMO energy (spin up / spin down) is -7.66 / -7.66 eV. The total charge is +1. The value obtained for the calculated total energy is -6760.6289 eV. As for the spin multiplicity: 1.


C5H6N as an isolated structure in a non-equilibrium geometry. Source: OMol25; level of theory: wB97M-V/def2-TZVPD.

Structure (XYZ):
```
12
Properties=species:S:1:pos:R:3:forces:R:3:nbo_charge:R:1
C 1.688 -0.400 0.963 3.824 -0.408 1.718 -0.387
C -0.243 -1.401 0.048 -0.283 3.236 -0.170 -0.020
C 0.975 -1.487 0.586 3.427 -2.936 1.072 0.376
C 0.932 0.532 0.393 -3.007 0.234 -0.367 0.105
C -1.303 0.788 -0.746 -4.533 -3.304 1.175 -0.413
N -0.351 -0.087 -0.134 2.322 0.760 0.373 -0.239
H 2.794 -0.313 1.382 -2.816 -0.175 -0.909 0.325
H -0.799 -2.173 -0.287 -2.417 -1.961 -0.926 0.265
H 1.085 1.581 0.395 -0.073 0.804 -0.607 0.258
H -1.777 1.290 0.103 -0.213 0.246 -0.331 0.246
H -2.149 0.227 -1.352 1.927 0.932 1.358 0.256
H -0.853 1.443 -1.349 1.842 2.572 -2.386 0.229
```
Forces are in eV/Å.

The HOMO energy (spin up / spin down) is -15.07 / -14.93 eV. Its LUMO energy (spin up / spin down) is -7.85 / -6.25 eV. The total charge is +1. The value obtained for the calculated total energy is -6759.5347 eV. As for the spin multiplicity: 1.


C5H6N as an isolated structure in a non-equilibrium geometry. Source: OMol25; level of theory: wB97M-V/def2-TZVPD.

Structure (XYZ):
```
12
Properties=species:S:1:pos:R:3:forces:R:3:nbo_charge:R:1
C -0.397 -0.796 -1.866 -1.148 2.333 -2.503 -0.353
C -0.252 0.392 -1.042 -0.869 -1.622 -0.699 0.131
C 0.379 -1.247 0.356 -1.155 1.252 -5.335 0.070
C 0.239 -1.584 -1.054 1.714 -2.951 2.394 0.298
C 0.060 0.884 1.354 2.630 2.372 2.251 -0.460
N 0.125 0.043 0.246 -0.699 0.671 -0.552 -0.289
H -0.634 -0.798 -2.999 0.592 -0.044 2.294 0.321
H -0.293 1.368 -1.504 0.297 0.344 0.636 0.273
H 0.593 -1.687 1.238 0.602 -1.757 2.409 0.258
H 0.985 1.497 1.468 -0.673 -0.254 -0.350 0.243
H -0.765 1.501 1.501 -1.700 1.379 -1.234 0.256
H -0.040 0.426 2.302 0.409 -1.722 0.689 0.252
```
Forces are in eV/Å.

The HOMO energy (spin up / spin down) is -14.79 / -14.79 eV. Its LUMO energy (spin up / spin down) is -7.34 / -6.15 eV. The total charge is +1. The value obtained for the calculated total energy is -6759.8787 eV. As for the spin multiplicity: 1.


An isolated ion of composition C5H6N and charge +1 in a non-equilibrium geometry. Source: OMol25; level of theory: wB97M-V/def2-TZVPD.

Structure (XYZ):
```
12
Properties=species:S:1:pos:R:3:forces:R:3:nbo_charge:R:1
C 0.738 -1.121 0.112 -0.453 -1.754 1.109 0.025
C 0.976 -0.120 -1.116 0.995 0.885 -1.219 0.290
C 1.639 0.004 0.489 3.129 0.034 -1.433 -0.409
C 0.522 0.994 -0.365 -0.464 -1.800 0.226 0.000
C -1.664 -0.441 -0.116 -4.224 -1.308 -3.538 -0.480
N -0.295 -0.158 -0.033 0.729 0.404 1.746 -0.198
H 1.462 0.481 1.389 -1.688 0.806 2.144 0.318
H 2.764 0.020 0.512 -1.015 -0.239 -1.335 0.317
H 0.224 1.993 -0.441 -0.074 1.535 -0.247 0.299
H -1.914 -1.574 -0.237 1.142 1.966 -0.095 0.296
H -2.190 -0.213 0.789 0.232 0.644 0.812 0.279
H -2.264 0.136 -0.983 1.692 -1.173 1.829 0.263
```
Forces are in eV/Å.

The HOMO energy is -14.80 eV. Its LUMO energy is -5.90 eV. The total charge is +1. The value obtained for the calculated total energy is -6755.4719 eV. As for the spin multiplicity: 1.


An isolated ion of composition C5H6N and charge +1 in a non-equilibrium geometry. Source: OMol25; level of theory: wB97M-V/def2-TZVPD.

Structure (XYZ):
```
12
Properties=species:S:1:pos:R:3:forces:R:3:nbo_charge:R:1
C 0.822 0.128 0.147 1.899 0.653 -2.225 -0.014
C 2.164 0.191 -0.215 -1.768 -0.286 -0.033 -0.066
C -1.373 0.039 -0.067 -1.364 -1.086 -1.937 -0.662
C -0.287 0.431 -0.953 1.520 -0.295 6.866 0.191
C -0.819 -0.638 1.172 -2.270 0.286 -1.094 0.152
N 0.393 -0.477 1.494 0.297 1.142 -4.368 -0.289
H 2.948 -0.131 0.437 0.203 0.012 0.628 0.241
H 2.495 0.450 -1.217 -0.368 0.165 0.048 0.230
H -2.222 0.716 0.135 0.536 0.954 0.317 0.370
H -2.184 -0.506 -0.659 0.975 -0.563 0.314 0.352
H -0.355 1.059 -1.831 0.528 -0.414 -0.334 0.276
H -1.581 -1.263 1.557 -0.188 -0.566 1.818 0.221
```
Forces are in eV/Å.

The HOMO energy is -15.31 eV. Its LUMO energy is -7.34 eV. The total charge is +1. The value obtained for the calculated total energy is -6760.4221 eV. As for the spin multiplicity: 1.